1.
Formula: C4H39N2O14S
Source: the Open Molecules 2025 dataset
Level of theory: ωB97M-V/def2-TZVPD

Its net charge is -1. Its total energy is -47267.22800 eV. The energy above the lowest of the compared OMol25 structures with the same formula, charge and spin comes out at 0.0000 eV. The LUMO energy is 2.294 eV. The orbital gap comes out at 6.96 eV.

Geometry as XYZ:
```
60
C4H39N2O14S (ωB97M-V/def2-TZVPD)
C -0.74 0.12 -0.34
C -0.74 -1.35 0.01
C -1.76 -2.14 -0.80
S -3.50 -1.74 -0.36
N 0.60 -1.93 -0.28
C 1.72 -1.19 0.26
N 1.77 -0.99 1.72
H -0.20 0.73 0.40
H -1.73 0.53 -0.44
H -0.20 0.33 -1.27
H -0.96 -1.44 1.09
H -1.61 -1.91 -1.88
H -1.60 -3.22 -0.67
H 0.60 -2.90 0.01
H 2.65 -1.71 -0.05
H 1.75 -0.18 -0.17
H 2.04 -1.85 2.17
H 0.86 -0.73 2.08
H -1.70 3.42 0.42
H -2.76 2.36 0.87
O -2.62 3.15 0.29
H 3.82 -0.33 1.83
H 4.52 0.47 0.76
O 4.71 -0.11 1.51
H -0.19 -0.63 -3.29
H 0.62 -1.52 -2.24
O 0.66 -1.13 -3.14
H -2.47 -1.95 3.39
H -1.91 -1.23 4.67
O -1.63 -1.69 3.87
H 1.03 3.43 -1.21
H 1.03 2.92 0.31
O 0.50 3.41 -0.37
H 3.03 0.46 -3.80
H 1.75 -0.04 -3.03
O 2.49 0.67 -3.03
H 0.65 3.22 -3.23
H 1.85 2.31 -2.97
O 1.54 3.23 -2.85
H -2.26 2.74 -1.52
H -0.72 2.77 -1.50
O -1.48 2.60 -2.10
H -1.59 1.11 -2.95
H -2.33 -0.28 -2.97
O -1.65 0.24 -3.42
H -0.76 -4.70 3.82
H -0.72 -3.12 4.02
O -0.22 -3.96 4.13
H -4.05 -3.28 2.62
H -3.72 -2.13 1.57
O -3.82 -2.34 2.59
H 3.29 1.08 -1.53
H 4.23 2.26 -1.14
O 3.78 1.48 -0.78
H -2.18 0.30 2.01
H -3.56 0.33 1.41
O -2.93 0.90 1.87
H 2.75 1.88 0.59
H 1.93 1.23 1.72
O 2.14 2.08 1.33
```

=====

2.
Formula: C4H39O17
Source: the Open Molecules 2025 dataset
Level of theory: ωB97M-V/def2-TZVPD

Its net charge is -1. Its total energy is -39590.53916 eV. The energy above the lowest of the compared OMol25 structures with the same formula, charge and spin comes out at 3.8299 eV. The LUMO energy is 2.361 eV. The orbital gap comes out at 9.40 eV.

Geometry as XYZ:
```
60
C4H39O17 (ωB97M-V/def2-TZVPD)
C 1.01 -1.45 -0.62
O 1.31 -1.88 -1.98
C 2.30 -1.12 0.11
C 2.99 0.12 -0.44
C 2.25 1.41 -0.18
O 2.48 1.77 1.21
H 0.49 -2.31 -0.21
H 0.27 -0.67 -0.63
H 2.95 -1.99 0.08
H 2.11 -0.91 1.17
H 3.32 -0.06 -1.49
H 4.03 0.24 -0.12
H 2.71 2.25 -0.70
H 1.20 1.31 -0.36
H 1.66 2.15 1.51
H 0.34 -2.67 1.68
H -0.79 -3.54 2.11
O 0.18 -3.53 2.11
H -2.35 -0.21 3.68
H -1.84 0.88 4.60
O -1.89 -0.07 4.52
H 1.36 4.30 2.52
H 0.51 3.98 1.29
O 0.62 4.63 2.01
H -0.96 -4.89 -0.80
H -2.06 -3.74 -0.90
O -1.83 -4.66 -1.10
H -1.17 2.75 -0.25
H -1.54 2.46 1.22
O -0.89 2.90 0.66
H -4.05 -2.40 -0.52
H -3.66 -1.35 -1.52
O -4.31 -2.04 -1.38
H 0.03 -0.70 2.87
H -0.22 0.14 1.50
O -0.37 -0.67 1.99
H -3.47 0.55 1.42
H -2.89 0.95 -0.65
O -2.69 0.46 0.85
H -1.27 -0.71 -3.03
H -2.52 2.41 -1.26
O -2.53 1.47 -1.46
H 1.62 4.07 -0.86
H 0.80 3.20 -2.02
O 1.11 4.04 -1.65
H 0.88 -2.49 3.50
H 2.27 -2.84 3.98
O 1.62 -2.14 4.01
H -2.33 -0.83 0.60
H -1.56 -2.13 0.93
O -2.10 -1.86 0.19
H 1.69 -1.09 -2.38
H -0.17 -1.65 -3.26
O -0.58 -0.87 -3.69
H 0.10 0.76 -2.92
H -0.96 1.22 -1.82
O 0.00 1.27 -2.11
H 3.32 1.10 -3.74
H 3.00 2.13 -2.70
O 3.25 2.06 -3.63
```

=====

What did the first record say?
Formula: C4H39N2O14S
Source: the Open Molecules 2025 dataset
Level of theory: ωB97M-V/def2-TZVPD

Its net charge is -1. Its total energy is -47267.22800 eV. The energy above the lowest of the compared OMol25 structures with the same formula, charge and spin comes out at 0.0000 eV. The LUMO energy is 2.294 eV. The orbital gap comes out at 6.96 eV.

Geometry as XYZ:
```
60
C4H39N2O14S (ωB97M-V/def2-TZVPD)
C -0.74 0.12 -0.34
C -0.74 -1.35 0.01
C -1.76 -2.14 -0.80
S -3.50 -1.74 -0.36
N 0.60 -1.93 -0.28
C 1.72 -1.19 0.26
N 1.77 -0.99 1.72
H -0.20 0.73 0.40
H -1.73 0.53 -0.44
H -0.20 0.33 -1.27
H -0.96 -1.44 1.09
H -1.61 -1.91 -1.88
H -1.60 -3.22 -0.67
H 0.60 -2.90 0.01
H 2.65 -1.71 -0.05
H 1.75 -0.18 -0.17
H 2.04 -1.85 2.17
H 0.86 -0.73 2.08
H -1.70 3.42 0.42
H -2.76 2.36 0.87
O -2.62 3.15 0.29
H 3.82 -0.33 1.83
H 4.52 0.47 0.76
O 4.71 -0.11 1.51
H -0.19 -0.63 -3.29
H 0.62 -1.52 -2.24
O 0.66 -1.13 -3.14
H -2.47 -1.95 3.39
H -1.91 -1.23 4.67
O -1.63 -1.69 3.87
H 1.03 3.43 -1.21
H 1.03 2.92 0.31
O 0.50 3.41 -0.37
H 3.03 0.46 -3.80
H 1.75 -0.04 -3.03
O 2.49 0.67 -3.03
H 0.65 3.22 -3.23
H 1.85 2.31 -2.97
O 1.54 3.23 -2.85
H -2.26 2.74 -1.52
H -0.72 2.77 -1.50
O -1.48 2.60 -2.10
H -1.59 1.11 -2.95
H -2.33 -0.28 -2.97
O -1.65 0.24 -3.42
H -0.76 -4.70 3.82
H -0.72 -3.12 4.02
O -0.22 -3.96 4.13
H -4.05 -3.28 2.62
H -3.72 -2.13 1.57
O -3.82 -2.34 2.59
H 3.29 1.08 -1.53
H 4.23 2.26 -1.14
O 3.78 1.48 -0.78
H -2.18 0.30 2.01
H -3.56 0.33 1.41
O -2.93 0.90 1.87
H 2.75 1.88 0.59
H 1.93 1.23 1.72
O 2.14 2.08 1.33
```

=====

Question: Number 2 is which compound?
Answer: C4H39O17

=====

Question: Which formula does entry 2 have?
Answer: C4H39O17